[1]
A 9-piece molecular cluster, C7H18Cl3O14 overall in a non-equilibrium geometry, computed with ωB97M-V with the def2-TZVPD basis set.

Values from the calculation:
- E_tot (eV) = -73776.8373
- LUMO level (eV) = -0.45
- net charge = -1
- max |F| (eV/Å) = 3.55

Bonds (Å) are listed after each position.
Cartesian coordinates (Å):
1 Cl -6.565 -23.176 -12.576  O2 1.446, O3 1.435, O4 1.441, O5 1.437
2 O -6.936 -24.397 -11.895  Cl1 1.446
3 O -7.233 -22.081 -11.931  Cl1 1.435
4 O -5.178 -22.907 -12.289  Cl1 1.441
5 O -6.839 -23.320 -13.979  Cl1 1.437
6 C -14.764 -17.907 -6.949  C7 1.365, C12 1.440, H16 1.080
7 C -15.726 -18.708 -6.405  C6 1.365, C8 1.570, O15 1.380
8 C -15.838 -20.202 -6.876  C7 1.570, O9 1.228, C10 1.486
9 O -16.654 -20.920 -6.305  C8 1.228
10 C -14.822 -20.618 -7.877  C8 1.486, C11 1.324, H17 1.080
11 C -13.902 -19.790 -8.344  C10 1.324, C12 1.546, O14 1.413
12 C -13.760 -18.316 -7.897  C6 1.440, C11 1.546, O13 1.236
13 O -12.871 -17.537 -8.257  C12 1.236
14 O -12.994 -20.199 -9.346  C11 1.413, H18 0.960
15 O -16.543 -18.282 -5.377  C7 1.380, H19 0.960
16 H -14.618 -16.884 -6.637  C6 1.080
17 H -14.760 -21.656 -8.171  C10 1.080
18 H -12.309 -19.527 -9.363  O14 0.960
19 H -16.890 -19.047 -4.913  O15 0.960
20 O -3.140 -23.670 -17.135  H21 0.957, H22 0.957
21 H -3.299 -22.795 -16.782  O20 0.957
22 H -3.381 -24.263 -16.423  O20 0.957
23 O -10.463 -25.227 -9.315  H24 0.957, H25 0.957
24 H -9.619 -25.068 -9.737  O23 0.957
25 H -10.871 -25.912 -9.845  O23 0.957
26 O -7.143 -17.059 -10.327  H27 0.957, H28 0.957
27 H -7.927 -16.846 -9.820  O26 0.957
28 H -6.887 -17.928 -10.019  O26 0.957
29 O -3.361 -18.674 -13.063  H30 0.957, H31 0.957
30 H -2.896 -18.793 -12.234  O29 0.957
31 H -3.774 -19.522 -13.230  O29 0.957
32 O -2.373 -26.989 -10.993  H33 0.957, H34 0.957
33 H -3.173 -27.494 -10.847  O32 0.957
34 H -2.663 -26.078 -11.010  O32 0.957
35 O -11.705 -23.267 -13.410  H36 0.957, H37 0.957
36 H -10.748 -23.292 -13.415  O35 0.957
37 H -11.934 -23.011 -12.517  O35 0.957
38 C -6.375 -22.118 -6.963  Cl39 1.727, Cl40 1.817, H41 1.090, H42 1.090
39 Cl -5.479 -20.644 -6.870  C38 1.727
40 Cl -6.561 -22.894 -5.331  C38 1.817
41 H -7.329 -21.838 -7.409  C38 1.090
42 H -5.928 -22.845 -7.641  C38 1.090

***

[2]
A 4-piece molecular cluster, C3H14N2O4 overall in a non-equilibrium geometry, computed with ωB97M-V with the def2-TZVPD basis set.

Values from the calculation:
- multiplicity = 2
- E_tot (eV) = -14498.1051
- LUMO level (spin up / spin down) (eV) = -2.75 / -8.44
- net charge = +1
- max |F| (eV/Å) = 6.50

Bonds (Å) are listed after each position.
Cartesian coordinates (Å):
1 C 1.769 -0.469 0.129  N2 1.380, O6 1.187, H7 1.100
2 N 1.138 -1.546 -0.461  C1 1.380, C3 1.464, H8 1.079
3 C 0.473 -1.465 -1.762  N2 1.464, C4 1.609, H9 1.146, H10 1.110
4 C -0.872 -0.585 -1.819  C3 1.609, N5 1.488, H11 1.074, H12 1.069
5 N -0.414 0.813 -1.591  C4 1.488, H13 1.045, H14 1.072
6 O 2.192 -0.583 1.232  C1 1.187
7 H 2.151 0.407 -0.416  C1 1.100
8 H 0.772 -2.273 0.247  N2 1.079
9 H 0.136 -2.484 -2.164  C3 1.146
10 H 1.291 -0.906 -2.261  C3 1.110
11 H -1.380 -0.709 -2.758  C4 1.074
12 H -1.388 -0.857 -0.924  C4 1.069
13 H -1.070 1.373 -2.179  N5 1.045
14 H -0.613 1.204 -0.614  N5 1.072
15 H -1.505 -1.540 2.813  O17 0.978
16 H -0.018 -1.365 3.018  O17 1.012
17 O -0.695 -1.453 2.272  H15 0.978, H16 1.012
18 H 1.807 2.295 1.711  O20 1.085
19 H 0.484 1.445 2.237  O20 0.994
20 O 0.729 2.198 1.637  H18 1.085, H19 0.994
21 H -2.090 2.672 0.164  O23 0.893
22 H -0.939 1.913 0.876  O23 1.050
23 O -1.957 1.914 0.615  H21 0.893, H22 1.050

***

[3]
A 2-piece molecular cluster, C33H59FO4 overall in a non-equilibrium geometry, computed with ωB97M-V with the def2-TZVPD basis set.

Values from the calculation:
- E_tot (eV) = -46075.7973
- SMILES string = CCCCCCCCCCCCCCCCCCC(=O)O[C@H](CCCF)c1ccccc1.COCCOC
- LUMO level (eV) = 0.40
- max |F| (eV/Å) = 4.99

Bonds (Å) are listed after each position.
Cartesian coordinates (Å):
1 C -4.353 5.186 8.285  C2 1.637, H33 1.150, H34 1.140, H35 1.139
2 C -4.287 5.573 6.696  C1 1.637, C3 1.612, H36 1.153, H37 1.141
3 C -2.967 6.479 6.508  C2 1.612, C4 1.634, H38 1.150, H39 1.150
4 C -2.357 6.213 5.015  C3 1.634, C5 1.614, H40 1.145, H41 1.144
5 C -0.812 6.676 5.066  C4 1.614, C6 1.605, H42 1.144, H43 1.158
6 C 0.192 5.574 5.661  C5 1.605, C7 1.604, H44 1.156, H45 1.141
7 C 0.088 4.127 4.977  C6 1.604, C8 1.605, H46 1.154, H47 1.157
8 C 0.227 4.121 3.379  C7 1.605, C9 1.608, H48 1.156, H49 1.156
9 C 1.738 4.156 2.832  C8 1.608, C10 1.620, H50 1.143, H51 1.151
10 C 2.160 2.844 1.979  C9 1.620, C11 1.627, H52 1.153, H53 1.142
11 C 3.630 2.274 2.381  C10 1.627, C12 1.603, H54 1.158, H55 1.144
12 C 4.629 2.125 1.136  C11 1.603, C13 1.605, H56 1.153, H57 1.159
13 C 4.654 0.667 0.465  C12 1.605, C14 1.630, H58 1.142, H59 1.157
14 C 5.652 0.576 -0.820  C13 1.630, C15 1.606, H60 1.147, H61 1.143
15 C 4.974 -0.095 -2.111  C14 1.606, C16 1.611, H62 1.148, H63 1.159
16 C 5.407 -1.628 -2.348  C15 1.611, C17 1.607, H64 1.149, H65 1.152
17 C 4.914 -2.227 -3.756  C16 1.607, C18 1.629, H66 1.148, H67 1.149
18 C 3.310 -2.072 -3.995  C17 1.629, C19 1.590, H68 1.156, H69 1.150
19 C 2.516 -2.720 -2.779  C18 1.590, O20 1.262, O21 1.430
20 O 2.413 -2.213 -1.628  C19 1.262
21 O 1.900 -3.993 -2.995  C19 1.430, C22 1.460
22 C 0.452 -3.907 -2.831  O21 1.460, C23 1.600, C27 1.596, H70 1.146
23 C -0.230 -5.248 -3.376  C22 1.600, C24 1.631, H71 1.145, H72 1.139
24 C 0.077 -6.398 -2.260  C23 1.631, C25 1.609, H73 1.140, H74 1.157
25 C 1.521 -7.078 -2.460  C24 1.609, F26 1.465, H75 1.142, H76 1.154
26 F 2.291 -6.982 -1.218  C25 1.465
27 C -0.043 -2.566 -3.540  C22 1.596, C28 1.572, C32 1.544
28 C -0.573 -1.433 -2.588  C27 1.572, C29 1.542, H77 1.152
29 C -1.055 -0.049 -3.067  C28 1.542, C30 1.548, H78 1.150
30 C -1.027 0.255 -4.584  C29 1.548, C31 1.544, H79 1.137
31 C -0.515 -0.852 -5.530  C30 1.544, C32 1.570, H80 1.150
32 C -0.016 -2.262 -5.054  C27 1.544, C31 1.570, H81 1.152
33 H -4.040 4.080 8.339  C1 1.150
34 H -3.583 5.806 8.852  C1 1.140
35 H -5.420 5.321 8.659  C1 1.139
36 H -4.128 4.618 6.070  C2 1.153
37 H -5.231 6.130 6.383  C2 1.141
38 H -2.121 6.193 7.232  C3 1.150
39 H -3.158 7.605 6.649  C3 1.150
40 H -2.907 6.911 4.294  C4 1.145
41 H -2.454 5.116 4.707  C4 1.144
42 H -0.520 7.071 4.034  C5 1.144
43 H -0.779 7.579 5.790  C5 1.158
44 H -0.064 5.432 6.779  C6 1.156
45 H 1.267 5.957 5.631  C6 1.141
46 H -0.876 3.565 5.274  C7 1.154
47 H 0.960 3.497 5.403  C7 1.157
48 H -0.421 4.982 2.962  C8 1.156
49 H -0.262 3.145 3.000  C8 1.156
50 H 2.431 4.338 3.722  C9 1.143
51 H 1.806 5.049 2.109  C9 1.151
52 H 1.424 1.990 2.219  C10 1.153
53 H 2.052 3.051 0.862  C10 1.142
54 H 4.087 3.091 3.063  C11 1.158
55 H 3.585 1.330 3.025  C11 1.144
56 H 4.481 2.938 0.332  C12 1.153
57 H 5.694 2.313 1.553  C12 1.159
58 H 3.630 0.265 0.158  C13 1.142
59 H 5.126 -0.037 1.252  C13 1.157
60 H 5.964 1.638 -1.119  C14 1.147
61 H 6.604 -0.004 -0.567  C14 1.143
62 H 3.836 0.059 -2.112  C15 1.148
63 H 5.372 0.484 -3.033  C15 1.159
64 H 6.545 -1.767 -2.274  C16 1.149
65 H 4.963 -2.253 -1.489  C16 1.152
66 H 5.129 -3.355 -3.755  C17 1.148
67 H 5.508 -1.726 -4.603  C17 1.149
68 H 3.096 -2.592 -5.005  C18 1.156
69 H 3.056 -0.963 -4.158  C18 1.150
70 H 0.216 -3.841 -1.712  C22 1.146
71 H 0.296 -5.549 -4.347  C23 1.145
72 H -1.350 -5.172 -3.569  C23 1.139
73 H -0.703 -7.229 -2.252  C24 1.140
74 H 0.087 -5.941 -1.197  C24 1.157
75 H 1.428 -8.196 -2.673  C25 1.142
76 H 2.158 -6.523 -3.247  C25 1.154
77 H -0.595 -1.637 -1.454  C28 1.152
78 H -1.400 0.740 -2.305  C29 1.150
79 H -1.357 1.284 -4.940  C30 1.137
80 H -0.479 -0.646 -6.661  C31 1.150
81 H 0.388 -3.053 -5.788  C32 1.152
82 C -6.566 -3.984 -4.457  O83 1.421, H88 1.092, H89 1.093, H90 1.095
83 O -6.685 -4.456 -3.122  C82 1.421, C84 1.426
84 C -5.725 -5.466 -2.818  O83 1.426, C85 1.524, H91 1.095, H92 1.095
85 C -4.587 -4.910 -1.971  C84 1.524, O86 1.426, H93 1.095, H94 1.096
86 O -3.781 -4.002 -2.720  C85 1.426, C87 1.422
87 C -4.048 -2.645 -2.391  O86 1.422, H95 1.095, H96 1.093, H97 1.092
88 H -7.212 -3.111 -4.567  C82 1.092
89 H -5.540 -3.690 -4.691  C82 1.093
90 H -6.901 -4.756 -5.157  C82 1.095
91 H -5.340 -5.931 -3.733  C84 1.095
92 H -6.247 -6.238 -2.243  C84 1.095
93 H -3.936 -5.737 -1.669  C85 1.095
94 H -4.972 -4.435 -1.062  C85 1.096
95 H -3.670 -2.426 -1.386  C87 1.095
96 H -5.116 -2.419 -2.443  C87 1.093
97 H -3.522 -2.010 -3.106  C87 1.092